Entry from OMol25: a structure of composition C17H30Cl2N3O3Ti (wB97M-V/def2-TZVPD).

Last column: Mulliken charge in e.
Element x y z (Å)
C (0.2266, 3.9316, -5.5692)  -0.443
C (0.3147, 2.7685, 0.1290)  0.490
Ti (0.9254, -0.8740, -0.9900)  0.562
H (-0.1970, 3.2187, 2.9756)  0.383
C (1.7374, 3.2133, 0.3109)  -1.133
C (3.3831, -2.1020, 3.2798)  -0.895
H (2.8234, -0.3717, 1.4661)  0.438
H (-5.4613, -2.6952, 0.9741)  0.336
H (1.8947, 4.2444, -0.1324)  0.267
C (1.5210, 2.6418, -3.9837)  -0.194
C (-0.5853, 2.3618, 1.0713)  -0.170
H (-1.2088, 1.7159, 3.0862)  0.294
C (0.5243, 2.1229, -1.6466)  0.193
C (-0.6362, 4.2883, -4.5261)  -0.497
H (-2.9611, -3.3277, 3.3568)  0.244
C (1.3463, 3.1495, -5.2796)  -0.513
H (-3.1170, -4.3535, -0.1715)  0.400
H (0.0773, 4.2921, -6.5817)  0.364
N (-3.3711, -2.8675, 1.3394)  0.236
H (-0.1681, -3.2832, -0.7479)  0.342
H (-4.4488, -1.6884, -0.0727)  0.317
H (-1.5976, 2.1078, 0.7737)  0.352
H (0.5280, 1.6180, 2.7949)  0.165
C (-2.6174, -3.6043, 0.4833)  -0.243
O (0.9105, -0.8992, 0.9645)  -0.418
N (2.0884, -1.9709, 2.6113)  0.285
H (2.0803, 3.1688, 1.3809)  0.348
H (1.0132, -3.2798, 3.8636)  0.358
N (0.3721, -2.8587, -1.5468)  -0.458
C (-2.8091, -2.5236, 2.6309)  -0.603
H (3.9895, -1.2222, 3.0405)  0.317
H (1.5418, -4.0302, 2.3715)  0.326
H (-3.3171, -1.6282, 2.9749)  0.366
H (-0.4827, 2.1756, -1.1763)  -0.074
C (-0.3671, 2.2142, 2.5615)  -1.225
H (2.4417, 2.5287, -0.2684)  0.230
H (1.2162, -3.4035, -1.7269)  0.333
C (-4.5391, -2.1054, 0.9376)  -0.842
Cl (3.1396, -1.3679, -1.3916)  -0.598
H (2.2949, 1.8958, -3.8041)  0.348
O (0.9443, 0.8620, -1.6723)  -0.338
H (-1.7400, -2.3368, 2.5586)  0.050
C (1.9740, -1.0420, 1.6731)  0.076
Cl (-1.3927, -0.3998, -1.0489)  -0.579
O (-1.3758, -3.5570, 0.4019)  -0.580
C (-0.4494, 3.8194, -3.2235)  -0.577
H (0.1711, -2.9052, 2.3305)  -0.262
H (-0.2710, -2.8297, -2.3500)  0.315
H (2.0367, 2.8461, -6.0726)  0.352
H (3.9109, -3.0063, 2.9309)  0.324
C (1.1428, -3.0937, 2.7894)  -0.504
C (0.6058, 2.9126, -2.9313)  0.470
H (-1.1597, 4.0735, -2.4276)  0.329
H (-1.5003, 4.9149, -4.7403)  0.335
H (3.2351, -2.1709, 4.3658)  0.312
H (-4.6374, -1.2876, 1.6536)  0.286

The calculated total energy comes out at -76888.678 eV. The HOMO energy (alpha / beta) comes out at -6.25 / -6.26 eV. The calculation puts the relative energy (zero: lowest compared OMol25 entry of this formula, charge and spin) at 167.9 kJ/mol. As for the frontier orbital gap (alpha / beta): 6.45 / 6.46 eV. Its spin multiplicity is 2. Its expectation value of S² is 0.7532.